8
Properties=species:S:1:pos:R:3:lowdin_charge:R:1 method="wB97M-V/def2-TZVPD" charge=-1 max_force_ev_per_a=2.41 homo_lumo_gap_ev=7.90 homo_ev=-4.163 relative_energy_ev=2.2134
C 1.35 -1.92 0.73 -0.3825
N 1.66 -2.58 -0.14 0.1416
O -1.13 1.95 0.44 -0.3979
O -0.47 1.15 -1.95 -0.5532
O -0.56 -0.43 0.00 -0.5623
F 1.18 -1.43 1.92 0.1316
S -1.24 0.65 -0.79 0.6388
H -0.80 2.60 -0.21 -0.0162